{
  "formula": "C32H91FeN3O26P",
  "method": "ωB97M-V/def2-TZVPD",
  "elements": ["Fe", "P", "O", "O", "O", "O", "C", "C", "C", "O", "C", "N", "H", "H", "H", "H", "H", "H", "H", "H", "H", "H", "H", "C", "C", "C", "O", "C", "N", "H", "H", "H", "H", "H", "H", "H", "H", "H", "H", "H", "C", "C", "O", "O", "H", "H", "H", "H", "H", "H", "C", "C", "O", "O", "H", "H", "H", "H", "H", "H", "C", "C", "O", "O", "H", "H", "H", "H", "H", "H", "C", "C", "O", "O", "H", "H", "H", "H", "H", "H", "C", "C", "O", "O", "H", "H", "H", "H", "H", "H", "C", "C", "O", "O", "H", "H", "H", "H", "H", "H", "C", "C", "O", "O", "H", "H", "H", "H", "H", "H", "C", "C", "O", "O", "H", "H", "H", "H", "H", "H", "C", "C", "O", "O", "H", "H", "H", "H", "H", "H", "C", "O", "C", "C", "N", "C", "C", "O", "C", "H", "H", "H", "H", "H", "H", "H", "H", "H", "H", "H", "H", "H", "H", "H"],
  "positions_angstrom": [[0.267500, -0.271028, 1.380601], [0.031275, 1.719879, 0.264756], [-0.116492, 3.116463, -0.437174], [1.394968, 0.975156, 0.310356], [-0.752914, 0.520407, -0.206813], [-0.386327, 1.609878, 1.734360], [-1.837450, -4.481786, -4.151310], [-2.616603, -3.125966, -4.090006], [-3.855639, -3.145548, -5.006170], [-4.717420, -2.029143, -5.027754], [-4.296427, -0.892099, -5.791772], [-2.851721, -2.749324, -2.719425], [-0.972310, -4.486397, -3.488275], [-1.403301, -4.615993, -5.142071], [-2.373102, -5.375239, -3.830509], [-1.906197, -2.430876, -4.537534], [-4.375464, -3.963942, -4.508071], [-3.472433, -3.313500, -6.012672], [-4.279700, -1.113405, -6.858935], [-3.340329, -0.457687, -5.499783], [-4.967839, -0.054270, -5.603756], [-3.464379, -1.949346, -2.788582], [-1.950388, -2.307761, -2.606610], [2.367012, -3.608117, 1.423066], [2.158883, -2.516729, 0.300586], [2.596424, -3.012659, -1.117168], [1.625927, -3.863008, -1.640056], [1.879147, -4.066358, -3.031609], [0.794135, -2.055407, 0.214080], [3.432976, -3.670974, 1.641830], [2.027026, -4.593369, 1.104024], [1.795203, -3.432224, 2.334210], [2.750309, -1.643960, 0.577328], [3.464760, -3.640213, -0.916436], [2.874794, -2.219690, -1.811293], [1.529419, -3.249496, -3.662896], [1.393992, -4.976944, -3.383083], [2.954893, -4.178649, -3.166715], [0.302400, -2.929373, 0.093696], [0.660126, -1.688256, -0.717227], [3.438307, 5.549518, 1.735550], [3.378021, 4.016267, 2.059060], [3.134410, 3.837133, 3.462097], [2.264804, 6.260844, 2.307527], [3.451843, 5.721311, 0.659247], [4.347507, 5.975785, 2.159513], [4.320266, 3.537179, 1.793095], [2.607470, 3.545230, 1.448754], [2.436270, 4.467554, 3.653868], [1.496093, 5.965447, 1.814146], [-1.515888, -5.650972, -0.580280], [-0.369936, -6.063528, 0.309765], [0.891659, -6.093012, -0.340545], [-1.560554, -4.243980, -0.722444], [-2.470764, -5.837160, -0.088697], [-1.574789, -6.138047, -1.553625], [-0.534753, -7.092234, 0.630237], [-0.299287, -5.367510, 1.145629], [0.859267, -5.329376, -0.921417], [-2.191021, -3.969826, -1.392473], [-5.572446, 1.187395, -0.387110], [-4.091953, 1.377020, -0.785710], [-3.360562, 0.175864, -0.729187], [-6.167434, 2.435464, -0.614529], [-5.559397, 0.873975, 0.656772], [-6.100620, 0.436914, -0.975258], [-3.693261, 2.082792, -0.056994], [-3.928135, 1.765342, -1.790934], [-2.445620, 0.339868, -0.489215], [-5.828615, 3.163909, -0.089006], [-1.004006, 5.941228, 1.305825], [-1.995603, 5.872524, 0.131463], [-2.306259, 4.480467, 0.040635], [0.271680, 5.232327, 1.009725], [-1.420543, 5.544124, 2.231504], [-0.675560, 6.972458, 1.435485], [-1.660208, 6.117355, -0.876337], [-2.895975, 6.462482, 0.302865], [-1.531467, 3.928415, -0.087966], [0.206855, 4.364072, 0.605349], [6.038556, -0.928611, 2.854849], [7.048494, -0.065515, 2.069285], [8.287088, 0.052690, 2.783922], [5.808849, -0.459390, 4.155288], [6.270412, -1.992255, 2.909716], [5.062854, -0.900132, 2.369766], [6.643176, 0.942824, 1.985187], [7.092990, -0.393226, 1.030666], [8.883903, 0.588097, 2.255940], [5.658056, 0.487053, 4.099601], [-0.904845, 0.030605, -3.163684], [-0.018206, -0.264637, -4.327028], [1.340155, 0.135272, -4.309340], [-0.601887, -0.983635, -2.212472], [-1.942107, -0.057516, -3.486805], [-0.810568, 0.992213, -2.659175], [-0.487374, 0.188890, -5.200124], [-0.207136, -1.269189, -4.705553], [1.638188, 0.241705, -3.402992], [-0.579678, -0.485698, -1.392005], [0.093444, 4.434251, -3.252031], [1.300116, 3.597634, -3.119338], [1.970762, 3.711954, -1.867571], [-0.988286, 3.661361, -2.773016], [-0.166957, 4.721169, -4.270838], [0.313924, 5.337516, -2.683176], [2.050289, 3.920190, -3.841359], [1.019602, 2.557913, -3.287804], [1.332361, 3.573592, -1.164077], [-0.725093, 3.401827, -1.887032], [-1.415573, 3.460032, 4.365331], [-2.211850, 2.125262, 4.348085], [-2.608932, 1.632602, 3.063922], [-0.104161, 3.215926, 3.908106], [-1.453385, 3.879451, 5.370699], [-1.899392, 4.134730, 3.659085], [-3.183265, 2.275422, 4.819148], [-1.741725, 1.390424, 5.001601], [-1.812147, 1.594535, 2.529795], [-0.209732, 2.816620, 3.041498], [4.684952, 0.495032, -0.592725], [3.982496, 1.120599, -1.812509], [2.746459, 0.446251, -2.057160], [4.022708, 0.872866, 0.569174], [5.703178, 0.877286, -0.664740], [4.737913, -0.588085, -0.702981], [4.541377, 0.893478, -2.720345], [3.766355, 2.164917, -1.587178], [2.191446, 0.644052, -1.299252], [3.095622, 1.011868, 0.362334], [2.111998, 0.449478, 3.541042], [1.209658, -0.513559, 3.094486], [0.314510, -0.958629, 4.129759], [-0.788684, -1.887732, 3.500355], [-1.325085, -1.294645, 2.336940], [-2.150656, -2.233183, 1.593309], [-3.600775, -2.143888, 2.008434], [-3.803300, -2.596437, 3.342917], [-5.182595, -2.796634, 3.667609], [2.668943, 1.017574, 2.795936], [2.805324, -0.067361, 4.204565], [1.740442, 1.283090, 4.136978], [-0.163123, -0.151354, 4.684981], [0.835527, -1.592544, 4.847247], [-1.522379, -2.096708, 4.278898], [-0.356424, -2.851552, 3.231469], [-2.039938, -0.695324, 2.724112], [-1.782562, -3.257612, 1.649282], [-2.209195, -1.940921, 0.544855], [-4.081046, -2.734699, 1.228455], [-4.100133, -1.177466, 1.939281], [-5.669429, -3.553151, 3.052157], [-5.762319, -1.873630, 3.658480], [-5.116716, -3.251005, 4.656195]],
  "atomic_forces_ev_per_a": [[-0.4, -2.5, 0.0], [0.5, 1.4, -0.2], [0.6, -3.3, 1.9], [2.7, 2.0, -1.2], [-3.1, -0.8, -3.0], [-0.2, 2.7, 1.9], [0.0, 0.5, -0.1], [0.9, -0.8, -1.5], [0.8, -0.2, 1.0], [0.2, 0.8, 0.4], [0.0, -0.1, 0.4], [-0.1, 0.1, -0.6], [0.0, 0.6, 0.2], [-0.3, -0.2, -0.2], [-0.6, 0.1, -0.3], [0.2, 0.4, -0.2], [-0.9, -0.2, -0.9], [-0.3, -0.6, -0.2], [0.0, -0.1, -0.1], [0.4, -0.5, 0.1], [-0.5, -0.4, 0.0], [-0.5, 0.3, 0.6], [0.4, 0.5, 1.6], [-0.3, 0.4, -1.1], [1.1, -0.3, 0.0], [1.0, -0.3, 2.1], [-0.8, 0.0, -1.4], [0.1, -0.3, 0.1], [-0.6, -0.6, 0.1], [-0.1, 0.0, 0.2], [0.1, 0.0, -0.4], [0.2, 0.6, 0.0], [0.4, 0.0, -0.2], [0.7, 0.1, -0.3], [-0.3, 0.3, 0.1], [-0.1, 0.3, 0.2], [-0.1, -0.1, 0.3], [0.1, -0.1, -0.2], [-1.1, -0.2, 0.3], [0.1, 0.4, -0.5], [-1.5, -0.3, 0.5], [0.0, 1.4, 0.3], [0.5, -0.3, -0.8], [2.7, -0.4, 0.3], [0.0, -0.2, -0.1], [-0.2, 0.1, 0.2], [0.1, 0.0, 0.1], [-0.3, -0.1, 0.0], [-0.4, 0.2, 0.2], [-0.5, -0.5, -0.5], [-1.5, 0.8, 0.3], [0.3, -0.6, -0.6], [-0.6, -0.3, -0.1], [1.6, 0.2, 0.4], [-0.1, -1.0, 0.4], [0.5, -0.3, -0.1], [-0.2, 0.1, 0.4], [-0.3, 0.0, 0.4], [0.7, 0.5, -0.3], [-0.6, 0.3, -0.6], [1.9, 0.4, -0.4], [0.3, -0.6, 0.1], [-1.0, -1.2, 0.1], [-1.6, 0.4, -0.3], [-0.3, 0.0, 0.2], [0.0, 0.1, -0.1], [0.1, 0.3, 0.0], [-0.7, 0.5, -0.1], [0.7, 0.3, 0.2], [0.5, -0.4, 0.2], [1.6, 0.2, -1.5], [0.8, -2.2, 0.4], [-2.3, 0.4, 0.4], [-1.3, 2.0, 0.7], [-0.2, 0.0, -0.2], [0.0, 0.1, 0.3], [0.8, 0.8, 0.2], [-0.1, -0.2, 0.3], [0.4, 0.2, -0.2], [-0.6, -0.4, -0.2], [-0.3, 0.3, -0.6], [-0.7, 0.3, 0.8], [-0.2, -0.7, -0.5], [0.4, 0.0, 0.8], [0.6, 0.1, 0.2], [0.1, 0.2, -0.8], [-0.4, 0.2, 0.1], [0.5, -0.5, 0.0], [0.0, 0.0, 0.0], [-0.1, 0.2, 0.0], [0.5, -1.0, 0.3], [-0.4, 1.3, -2.1], [-1.0, -0.6, -0.4], [0.1, -0.7, -0.6], [-0.3, 0.0, -0.1], [0.3, 0.3, -0.5], [0.1, 1.1, -0.2], [0.7, -0.9, 0.9], [0.5, 0.0, 0.5], [-0.3, 0.4, 1.2], [-0.7, -0.2, 0.1], [1.8, -0.3, -0.4], [0.6, 0.4, -0.4], [-0.9, 0.9, -0.7], [0.3, -0.1, -0.1], [-0.5, 0.4, 0.2], [0.1, -0.3, -0.2], [0.1, -0.1, -0.3], [-0.3, -0.1, 0.1], [-0.3, -0.3, 0.4], [-0.6, -1.6, -1.0], [-1.5, 0.8, 0.2], [0.0, 0.0, 1.3], [0.3, 0.7, 1.2], [0.4, 0.0, 0.0], [-0.4, 0.2, 0.2], [-0.1, 0.4, 0.3], [0.6, -0.3, -0.3], [0.6, 0.0, -0.9], [0.3, -0.4, -0.7], [-0.3, 0.7, -1.6], [-0.2, -1.5, 0.2], [0.2, -0.2, 0.0], [1.3, -0.1, 0.9], [0.3, 0.1, 0.6], [-0.1, -0.3, -0.1], [0.3, 0.7, 0.0], [0.3, 0.2, -0.4], [-0.8, 0.1, 0.6], [-1.0, 0.2, 0.2], [2.0, 1.3, 1.7], [-1.0, -0.3, 0.9], [-0.9, -1.6, -0.3], [2.2, -0.2, 1.8], [-1.2, 0.2, 0.1], [-1.0, 0.6, -0.6], [-0.5, -0.6, 0.0], [-0.5, -0.5, -0.5], [1.1, -0.5, 0.5], [-0.2, -0.9, -0.7], [0.5, 0.0, -0.1], [-1.1, -0.2, 0.1], [0.2, 0.4, -0.4], [0.4, 0.2, 0.1], [-0.2, 0.0, 0.1], [0.3, 0.0, 0.0], [0.1, 1.3, -0.3], [0.0, 0.1, 0.0], [0.5, -0.1, -0.2], [-0.6, -0.6, 0.3], [0.6, 0.6, -0.3], [0.1, 0.1, -0.5], [0.0, 0.1, 0.0], [-0.4, 0.4, 0.2]],
  "lowdin_spin": [3.67, 0.01, 0.01, 0.05, 0.05, 0.06, 0.00, 0.00, 0.00, 0.00, 0.00, 0.00, 0.00, 0.00, 0.00, 0.00, 0.00, 0.00, 0.00, 0.00, 0.00, 0.00, 0.00, 0.00, 0.00, 0.00, 0.00, 0.00, 0.04, 0.00, 0.00, 0.00, 0.00, 0.00, 0.00, 0.00, 0.00, 0.00, 0.00, 0.00, 0.00, 0.00, 0.00, 0.00, 0.00, 0.00, 0.00, 0.00, 0.00, 0.00, 0.00, 0.00, 0.00, 0.00, 0.00, 0.00, 0.00, 0.00, 0.00, 0.00, 0.00, 0.00, 0.00, 0.00, 0.00, 0.00, 0.00, 0.00, 0.00, 0.00, 0.00, 0.00, 0.00, 0.00, 0.00, 0.00, 0.00, 0.00, 0.00, 0.00, 0.00, 0.00, 0.00, 0.00, 0.00, 0.00, 0.00, 0.00, 0.00, 0.00, 0.00, 0.00, 0.00, 0.00, 0.00, 0.00, 0.00, 0.00, 0.00, 0.00, 0.00, 0.00, 0.00, 0.00, 0.00, 0.00, 0.00, 0.00, 0.00, 0.00, 0.00, 0.00, 0.00, 0.00, 0.00, 0.00, 0.00, 0.00, 0.00, 0.00, 0.00, 0.00, 0.00, 0.00, 0.00, 0.00, 0.00, 0.00, 0.00, 0.00, 0.00, 0.05, 0.00, 0.00, 0.03, 0.00, 0.00, 0.00, 0.00, 0.00, 0.00, 0.00, 0.00, 0.00, 0.00, 0.00, 0.00, 0.00, 0.00, 0.00, 0.00, 0.00, 0.00, 0.00],
  "spin_multiplicity": 5,
  "charge": -1,
  "orbital_gap_ev": [8.3, 8.0],
  "e_homo_ev": [-6.08, -5.80],
  "largest_force_ev_per_a": 4.41,
  "lumo_ha": [0.0802, 0.0801]
}